(1)
Computed, not measured: 2 unconnected molecules or ions with the total composition C28H41N4 in a non-equilibrium geometry, with ωB97M-V/def2-TZVPD.

Structure (XYZ):
```
73
Properties=species:S:1:pos:R:3:mulliken_charge:R:1
C -1.731 0.724 -6.948 -0.477
C -3.018 -0.144 -6.879 -0.568
C -3.052 -0.765 -5.471 -0.613
N -2.051 -0.024 -4.662 0.150
C -1.769 -0.293 -3.291 -0.048
C -1.308 -1.545 -2.849 -0.344
C -1.045 -1.762 -1.523 -1.072
C -1.290 -0.759 -0.552 0.659
C -1.074 -1.051 0.817 0.091
C -1.477 -0.324 1.965 0.374
C -2.467 0.688 1.957 -0.920
C -2.809 1.347 3.104 -0.099
C -2.179 1.063 4.325 -0.298
N -2.488 1.805 5.508 0.014
C -1.794 3.089 5.828 -0.515
C -2.771 3.970 6.625 -0.532
C -4.077 3.160 6.791 -0.494
C -3.852 1.796 6.114 -0.548
C -1.243 0.016 4.355 -0.600
C -0.920 -0.671 3.219 -0.742
C -1.684 0.514 -1.021 -0.879
C -1.902 0.737 -2.349 -0.424
C -1.071 0.638 -5.562 -0.638
H -1.050 0.375 -7.735 0.303
H -1.973 1.766 -7.197 0.265
H -3.910 0.474 -7.051 0.263
H -3.031 -0.915 -7.659 0.302
H -4.037 -0.678 -5.000 0.330
H -2.786 -1.826 -5.480 0.343
H -1.128 -2.318 -3.576 0.460
H -0.641 -2.707 -1.201 0.399
H -0.528 -1.959 1.012 0.389
H -3.014 0.898 1.057 0.774
H -3.582 2.093 3.092 0.542
H -0.882 2.861 6.389 0.295
H -1.479 3.570 4.898 0.315
H -2.342 4.239 7.596 0.283
H -2.959 4.922 6.116 0.269
H -4.331 3.025 7.848 0.272
H -4.930 3.689 6.349 0.276
H -4.596 1.592 5.337 0.303
H -3.902 0.966 6.827 0.296
H -0.799 -0.245 5.299 0.503
H -0.235 -1.501 3.267 0.431
H -1.750 1.340 -0.338 0.737
H -2.174 1.716 -2.701 0.525
H -0.159 0.030 -5.577 0.295
H -0.802 1.619 -5.155 0.321
C 2.688 -3.096 -2.150 -0.933
N 3.972 -2.390 -2.212 0.142
C 4.896 -2.768 -3.308 -1.048
C 4.638 -2.298 -0.879 -1.411
C 4.626 -0.861 -0.368 0.410
C 5.403 -0.669 0.954 -0.835
C 4.588 0.358 1.762 -0.573
C 3.172 0.351 1.152 -0.413
N 3.225 -0.439 -0.097 -0.269
H 2.055 -2.652 -1.383 0.162
H 2.178 -3.016 -3.108 0.376
H 2.844 -4.149 -1.920 0.345
H 5.747 -2.088 -3.325 0.293
H 5.255 -3.785 -3.163 0.390
H 4.381 -2.703 -4.264 0.328
H 4.116 -2.939 -0.162 0.449
H 5.664 -2.674 -0.945 0.458
H 5.049 -0.204 -1.143 0.241
H 5.472 -1.627 1.478 0.360
H 6.434 -0.338 0.775 0.351
H 4.571 0.110 2.830 0.319
H 5.039 1.354 1.683 0.262
H 2.449 -0.129 1.820 0.044
H 2.801 1.364 0.958 0.318
H 2.826 0.050 -0.904 0.263
```

Summary:
* energy above the lowest of the compared OMol25 structures with the same formula, charge and spin: 208.86 kJ/mol
* DFT total energy: -35653.3080 eV
* net charge: +1
* frontier orbital gap: 0.1706 Eh
* E_LUMO: -0.1944 Eh
* HOMO level: -0.365 hartree
* max |F|: 1.406 eV/Å

(2)
Computed, not measured: C28H41N5O6 in the gas phase, with ωB97M-V/def2-TZVPD.

Structure (XYZ):
```
80
Properties=species:S:1:pos:R:3:mulliken_charge:R:1
C 3.371 -2.936 1.285 -1.605
H 4.077 -2.595 0.531 0.470
H 3.875 -2.976 2.247 0.409
H 3.043 -3.938 1.023 0.295
C 2.183 -1.979 1.363 -0.308
N 1.518 -1.905 0.078 -0.022
C 1.058 -0.759 -0.438 -0.325
O 1.338 0.347 0.026 -1.097
C 0.250 -0.965 -1.651 1.950
C -0.439 -0.071 -2.458 -0.436
N -1.032 -0.840 -3.419 0.021
C -0.702 -2.123 -3.176 -0.805
N 0.064 -2.232 -2.127 -0.652
H -1.034 -2.947 -3.775 0.445
H -1.599 -0.442 -4.154 0.229
C -0.632 1.394 -2.529 0.505
O -1.250 1.887 -3.465 -0.809
N -0.112 2.069 -1.498 0.515
C -0.017 3.503 -1.456 -0.116
C 1.464 3.920 -1.451 0.272
O 1.844 5.003 -1.087 -0.645
O 2.210 2.931 -1.904 -0.099
C 3.658 2.983 -1.891 1.670
C 4.144 3.152 -0.452 -1.561
H 3.849 4.124 -0.065 0.401
H 3.706 2.375 0.172 0.180
H 5.226 3.072 -0.416 0.484
C 4.160 4.111 -2.790 -1.756
H 3.846 5.074 -2.396 0.381
H 5.245 4.084 -2.838 0.456
H 3.759 3.994 -3.794 0.360
C 4.071 1.617 -2.437 -1.420
H 5.153 1.525 -2.444 0.459
H 3.647 0.834 -1.813 0.115
H 3.695 1.491 -3.449 0.385
H -0.462 3.891 -2.382 0.700
C -0.729 4.125 -0.243 -1.351
C -0.506 3.323 1.044 -0.591
C -1.562 2.229 1.218 -0.161
H -2.493 2.674 1.580 0.492
H -1.767 1.762 0.254 -0.048
C -1.108 1.130 2.181 -0.158
N -2.115 0.101 2.326 0.155
C -2.202 -0.930 1.452 -0.302
O -1.314 -1.276 0.709 0.347
O -3.410 -1.516 1.569 -0.671
C -3.775 -2.619 0.707 1.828
C -3.732 -2.181 -0.758 -1.270
H -4.114 -2.978 -1.390 0.514
H -4.342 -1.292 -0.902 0.351
H -2.709 -1.959 -1.047 -0.077
C -5.208 -2.956 1.124 -1.917
H -5.234 -3.225 2.176 0.421
H -5.580 -3.789 0.534 0.401
H -5.853 -2.096 0.971 0.423
C -2.854 -3.814 0.942 -1.269
H -1.836 -3.557 0.662 -0.082
H -2.868 -4.090 1.994 0.365
H -3.188 -4.658 0.346 0.557
H -2.971 0.351 2.798 0.316
H -0.889 1.542 3.169 0.356
H -0.213 0.650 1.782 -0.373
H -0.542 3.995 1.903 0.622
H 0.486 2.871 1.024 0.011
H -0.329 5.135 -0.131 0.513
H -1.798 4.201 -0.444 0.491
H 0.461 1.539 -0.829 -0.203
H 1.142 -2.749 -0.331 0.525
C 1.193 -2.383 2.434 0.413
C 0.867 -1.501 3.455 0.040
C -0.067 -1.847 4.415 -0.767
C -0.676 -3.089 4.374 -0.310
C -0.349 -3.978 3.366 -0.897
C 0.572 -3.624 2.397 -0.025
H 0.803 -4.323 1.606 0.273
H -0.815 -4.953 3.331 0.433
H -1.404 -3.362 5.124 0.413
H -0.319 -1.146 5.198 0.387
H 1.344 -0.532 3.494 0.310
H 2.542 -0.965 1.574 0.474
```

Summary:
* energy above the lowest of the compared OMol25 structures with the same formula, charge and spin: 20.90 kJ/mol
* DFT total energy: -49441.4072 eV
* frontier orbital gap: 0.3523 Eh
* E_LUMO: 0.0256 Eh
* HOMO level: -0.327 hartree
* SMILES: C[C@@H](NC(=O)c1nc[nH]c1C(=O)N[C@@H](CCCCNC(=O)OC(C)(C)C)C(=O)OC(C)(C)C)c1ccccc1
* max |F|: 0.993 eV/Å

(3)
Computed, not measured: 6 unconnected molecules or ions with the total composition C28H42BN2O23 in a non-equilibrium geometry, with ωB97M-V/def2-TZVPD.

Structure (XYZ):
```
96
Properties=species:S:1:pos:R:3:mulliken_charge:R:1
N 6.141 1.695 1.313 -0.701
B 5.061 1.314 0.403 0.445
O 4.919 1.886 -0.833 -0.545
C 4.011 0.180 0.820 0.401
O 4.153 -0.968 0.480 -0.551
O 3.012 0.633 1.640 -0.365
C 1.664 0.170 1.457 1.734
C 0.839 0.924 2.524 -1.121
C 0.954 2.450 2.453 -0.526
C -0.062 3.093 1.541 0.194
N -1.435 2.743 1.776 -0.481
O 0.278 3.880 0.699 -0.599
C 1.544 -1.352 1.756 -0.504
C 0.153 -1.900 1.554 -0.122
O -0.225 -2.350 0.521 -0.479
O -0.650 -1.967 2.674 0.006
C 1.098 0.554 0.047 0.266
O -0.152 0.647 0.043 -0.722
O 1.903 0.721 -0.883 -0.845
H 6.254 0.959 2.009 0.279
H 5.839 2.507 1.850 0.283
H 4.019 2.230 -0.952 0.345
H -0.208 0.644 2.443 0.162
H 1.208 0.601 3.511 0.597
H 1.937 2.809 2.139 0.170
H 0.774 2.838 3.468 0.397
H -1.788 2.321 0.920 0.287
H -1.939 3.613 1.935 0.321
H 2.200 -1.935 1.113 0.471
H 1.860 -1.483 2.798 0.113
H -1.282 -1.232 2.652 0.143
C -5.414 -4.354 2.425 -1.374
C -5.236 -3.459 3.625 0.567
C -5.521 -1.990 3.392 -0.558
O -4.688 -1.358 4.372 -0.347
C -3.653 -2.192 4.637 0.658
O -2.704 -1.897 5.289 -0.504
O -3.860 -3.397 4.056 -0.297
H -4.964 -5.331 2.607 0.360
H -6.475 -4.495 2.220 0.419
H -4.939 -3.935 1.537 0.205
H -5.813 -3.838 4.473 0.246
H -6.559 -1.708 3.547 0.302
H -5.195 -1.666 2.401 0.304
C 0.048 -3.288 5.515 -1.418
C 1.468 -3.294 6.012 0.737
C 1.975 -4.607 6.565 -0.524
O 2.976 -4.182 7.501 -0.346
C 2.640 -2.935 7.920 0.625
O 3.165 -2.367 8.824 -0.560
O 1.631 -2.443 7.171 -0.344
H -0.302 -2.274 5.353 0.294
H -0.029 -3.831 4.574 0.362
H -0.620 -3.748 6.244 0.406
H 2.148 -2.920 5.240 0.110
H 2.416 -5.260 5.816 0.304
H 1.197 -5.145 7.112 0.323
C 0.693 3.416 -2.515 -1.435
C 0.534 4.094 -3.846 0.815
C 0.882 5.564 -3.879 -0.514
O 0.053 6.056 -4.950 -0.362
C -1.026 5.238 -5.029 0.614
O -1.991 5.470 -5.692 -0.574
O -0.856 4.148 -4.265 -0.378
H 0.237 2.427 -2.519 0.372
H 1.746 3.288 -2.269 0.175
H 0.215 3.990 -1.721 0.304
H 1.081 3.555 -4.626 0.319
H 1.928 5.765 -4.094 0.327
H 0.590 6.073 -2.959 0.331
C -0.176 4.860 -8.302 -1.464
C 1.269 5.203 -8.538 0.744
C 1.525 6.362 -9.474 -0.482
O 2.819 6.046 -10.005 -0.337
C 2.967 4.698 -9.953 0.606
O 3.850 4.097 -10.473 -0.540
O 1.965 4.144 -9.233 -0.357
H -0.267 3.895 -7.802 0.318
H -0.648 5.617 -7.680 0.345
H -0.720 4.792 -9.246 0.408
H 1.785 5.362 -7.586 0.152
H 1.548 7.330 -8.980 0.299
H 0.809 6.386 -10.299 0.299
C -2.035 -4.308 -1.906 -1.500
C -2.254 -4.773 -0.491 0.970
C -1.089 -5.467 0.178 -0.222
O -1.751 -6.345 1.113 -0.357
C -2.977 -6.619 0.615 0.646
O -3.720 -7.444 1.050 -0.574
O -3.248 -5.826 -0.442 -0.427
H -2.985 -4.034 -2.364 0.371
H -1.380 -3.440 -1.915 0.380
H -1.589 -5.101 -2.510 0.345
H -2.611 -3.952 0.134 0.036
H -0.421 -4.789 0.698 0.058
H -0.523 -6.085 -0.523 0.285
```

Summary:
* DFT total energy: -80473.4836 eV
* net charge: -1
* frontier orbital gap: 0.3035 Eh
* E_LUMO: 0.0754 Eh
* HOMO level: -0.228 hartree
* max |F|: 1.342 eV/Å